{"formula": "C48H84Br2ClFIN7O6S", "method": "wB97M-V/def2-TZVPD", "elements": ["C", "C", "C", "C", "C", "C", "C", "C", "C", "C", "N", "C", "C", "C", "Cl", "C", "C", "C", "O", "F", "C", "C", "Br", "C", "C", "Br", "C", "S", "C", "C", "C", "C", "O", "I", "C", "C", "N", "C", "C", "C", "C", "N", "C", "H", "H", "H", "H", "H", "H", "H", "H", "H", "H", "H", "H", "H", "H", "H", "H", "H", "H", "H", "H", "H", "H", "H", "H", "H", "H", "H", "H", "H", "H", "H", "H", "H", "H", "H", "H", "H", "H", "H", "H", "C", "O", "C", "C", "C", "N", "H", "H", "H", "H", "H", "H", "H", "H", "H", "H", "H", "C", "O", "C", "C", "C", "N", "H", "H", "H", "H", "H", "H", "H", "H", "H", "H", "H", "C", "O", "C", "C", "C", "N", "H", "H", "H", "H", "H", "H", "H", "H", "H", "H", "H", "C", "O", "C", "C", "C", "N", "H", "H", "H", "H", "H", "H", "H", "H", "H", "H", "H"], "coordinates": [[-4.875, -0.653, -5.938], [-3.955, 0.271, -5.135], [-4.676, 1.565, -4.750], [-3.960, 2.411, -3.654], [-2.535, 1.963, -3.354], [-1.760, 3.027, -2.553], [-1.964, 2.850, -1.040], [-0.936, 1.912, -0.407], [0.315, 2.646, 0.114], [0.835, 2.112, 1.447], [2.113, 1.337, 1.339], [2.264, 0.575, 2.549], [3.176, 1.052, 3.473], [3.322, 0.375, 4.668], [4.502, 1.019, 5.771], [2.586, -0.769, 4.971], [2.819, -1.412, 6.326], [4.023, -2.306, 6.246], [4.542, -2.653, 5.243], [4.491, -2.733, 7.425], [1.662, -1.269, 4.034], [0.850, -2.491, 4.395], [-0.946, -1.855, 4.887], [0.858, -3.656, 3.383], [-0.495, -4.125, 2.880], [1.679, -5.223, 4.246], [1.532, -0.582, 2.815], [0.431, -1.122, 1.535], [1.438, -0.710, 0.124], [1.547, -1.539, -0.989], [0.858, -2.879, -1.102], [1.848, -3.918, -0.582], [2.978, -3.659, -0.363], [1.173, -5.925, -0.203], [2.377, -1.133, -2.024], [3.119, 0.045, -1.996], [3.971, 0.420, -3.035], [5.230, 0.475, -2.825], [6.034, 1.663, -3.236], [6.000, -0.648, -2.169], [3.003, 0.863, -0.862], [3.764, 2.068, -0.792], [2.160, 0.483, 0.192], [-4.304, -1.513, -6.287], [-5.676, -1.036, -5.306], [-5.307, -0.129, -6.789], [-3.616, -0.292, -4.266], [-3.097, 0.506, -5.765], [-4.817, 2.135, -5.670], [-5.677, 1.288, -4.415], [-4.575, 2.328, -2.755], [-4.004, 3.448, -3.985], [-2.010, 1.847, -4.301], [-2.536, 1.040, -2.776], [-0.696, 2.989, -2.791], [-2.153, 3.997, -2.858], [-1.948, 3.817, -0.533], [-2.981, 2.475, -0.903], [-1.418, 1.433, 0.446], [-0.653, 1.137, -1.122], [-0.006, 3.672, 0.300], [1.089, 2.709, -0.647], [0.062, 1.552, 1.973], [1.056, 2.964, 2.093], [3.725, 1.953, 3.251], [1.939, -1.938, 6.680], [2.989, -0.606, 7.036], [1.264, -2.879, 5.308], [1.495, -3.443, 2.532], [-1.112, -4.472, 3.706], [-0.375, -4.967, 2.207], [-1.043, -3.326, 2.388], [0.639, -3.078, -2.148], [-0.036, -2.874, -0.483], [2.487, -1.788, -2.881], [6.989, 1.353, -3.663], [6.254, 2.181, -2.302], [5.487, 2.305, -3.917], [5.898, -0.646, -1.081], [5.679, -1.608, -2.562], [7.063, -0.549, -2.377], [3.230, 2.860, -1.125], [4.047, 2.234, 0.164], [8.066, 1.863, 0.190], [6.957, 1.877, 1.067], [6.648, 0.633, 1.671], [7.542, 0.236, 2.852], [8.931, -0.244, 2.443], [7.689, 1.315, 3.837], [8.130, 0.921, -0.363], [9.001, 2.037, 0.728], [7.935, 2.679, -0.520], [5.624, 0.740, 2.044], [6.627, -0.166, 0.915], [7.041, -0.601, 3.349], [9.596, 0.585, 2.202], [9.392, -0.792, 3.264], [8.880, -0.909, 1.580], [6.772, 1.553, 4.202], [7.985, 2.154, 3.344], [8.526, -3.462, 0.694], [7.223, -2.965, 0.927], [6.167, -3.830, 0.535], [5.866, -4.986, 1.499], [6.891, -6.116, 1.447], [5.731, -4.545, 2.889], [8.573, -4.050, -0.228], [8.880, -4.065, 1.533], [9.194, -2.606, 0.597], [5.280, -3.197, 0.484], [6.344, -4.207, -0.483], [4.903, -5.403, 1.187], [7.797, -5.873, 2.002], [6.475, -7.017, 1.899], [7.171, -6.354, 0.418], [4.964, -3.884, 2.971], [6.553, -3.998, 3.129], [-8.869, -0.835, 0.505], [-8.749, 0.575, 0.490], [-7.449, 1.077, 0.733], [-6.490, 1.022, -0.465], [-5.954, -0.373, -0.775], [-7.099, 1.575, -1.676], [-8.210, -1.286, 1.252], [-8.660, -1.264, -0.478], [-9.901, -1.074, 0.759], [-7.591, 2.127, 0.999], [-7.010, 0.584, 1.612], [-5.629, 1.648, -0.207], [-6.683, -0.982, -1.310], [-5.072, -0.300, -1.413], [-5.666, -0.902, 0.136], [-7.351, 2.545, -1.506], [-7.996, 1.113, -1.804], [-9.585, 4.402, -3.247], [-9.563, 3.631, -2.060], [-10.583, 3.914, -1.123], [-11.950, 3.299, -1.444], [-12.709, 4.002, -2.566], [-11.844, 1.872, -1.762], [-9.912, 5.428, -3.054], [-10.223, 3.946, -4.006], [-8.569, 4.425, -3.641], [-10.237, 3.481, -0.181], [-10.662, 4.999, -0.964], [-12.554, 3.393, -0.536], [-12.336, 3.721, -3.550], [-13.762, 3.724, -2.535], [-12.645, 5.088, -2.470], [-11.448, 1.383, -0.964], [-11.140, 1.770, -2.488]], "forces_ev_per_angstrom": [[0.3317, -0.0113, 0.2615], [-0.5902, -0.1322, -0.4781], [0.2715, -0.4167, 0.2788], [-0.7664, -0.6488, -0.3675], [0.4227, 1.1101, -0.0497], [-0.4834, -0.0502, 0.2837], [-0.0408, 0.0872, -0.4963], [-0.1023, 0.1384, 0.2035], [-0.7472, 0.1578, 0.1195], [0.5827, 0.6994, -0.1035], [-1.0048, -0.6343, 0.3189], [0.4844, 0.1540, 0.0522], [-0.3368, -0.2788, 0.0636], [0.0246, 0.1140, -0.2830], [0.0371, -0.1017, 0.1516], [-0.2181, -0.0342, 0.3118], [-0.1309, 0.6394, -0.2898], [-0.0331, -0.2905, -0.4343], [0.2266, -0.0557, -0.0904], [-0.2142, 0.1705, 0.3261], [0.4943, 0.3698, -0.1407], [0.3880, 0.2741, -0.3876], [0.0224, -0.0244, 0.0986], [-0.5910, -0.3614, -0.1369], [-0.2608, -0.1511, 0.2591], [0.2268, 0.1106, 0.0006], [-0.0768, -0.1512, -0.1745], [-0.0129, -0.1345, -0.0872], [0.0951, 0.1488, 0.3655], [-0.1338, 0.4509, -0.3046], [0.4957, 0.4892, 0.5934], [-0.0464, 0.3026, -0.0293], [0.3965, -0.3027, 0.1578], [-0.1947, -0.0292, -0.1565], [-0.1475, -0.0378, -0.1767], [-0.0599, -1.5473, -0.2532], [-0.1048, 1.8094, 0.8791], [-0.0869, -0.5025, -0.2977], [0.2722, -0.6463, -0.7485], [0.2065, 0.3150, 0.5420], [0.0480, 0.3630, 0.2510], [0.2593, -0.4668, -0.0300], [0.3172, -0.1804, -0.7390], [-0.0826, -0.0600, -0.2027], [-0.1539, 0.0761, -0.0326], [-0.0675, -0.0606, -0.0938], [0.1564, 0.1379, 0.1171], [0.2288, -0.0550, 0.1686], [0.0467, 0.1650, 0.0095], [-0.0557, 0.1376, 0.1470], [0.0417, 0.1802, 0.1218], [0.2772, 0.1460, 0.1999], [0.0501, -0.4282, 0.0035], [0.0962, -0.2557, -0.2796], [0.0689, 0.0719, -0.0178], [0.2428, 0.1533, -0.0638], [0.1014, 0.0431, 0.0715], [-0.0003, -0.1379, 0.1230], [0.0893, -0.2266, 0.0208], [-0.0661, -0.1707, 0.0527], [0.1178, 0.1143, 0.0095], [0.1350, -0.0939, 0.0358], [-0.0747, -0.2205, -0.1523], [0.1853, -0.0238, 0.0666], [0.1075, 0.0251, 0.0364], [0.1129, -0.2134, 0.1856], [0.1467, -0.1608, 0.2733], [-0.2745, -0.1227, 0.1612], [0.2206, 0.1437, 0.1074], [0.0155, 0.0182, 0.1060], [0.0940, 0.0393, -0.1652], [0.0689, 0.0601, -0.1375], [-0.2659, -0.2786, 0.0301], [-0.2316, -0.4284, -0.2097], [0.0219, 0.0291, -0.0703], [0.0476, 0.1656, -0.1157], [-0.1142, 0.1337, 0.0655], [-0.0574, 0.1279, 0.0529], [-0.1677, -0.0877, -0.0041], [-0.2200, -0.0581, 0.1021], [0.0615, 0.0563, -0.0078], [0.0866, 0.0898, -0.0500], [-0.1560, 0.2118, 0.0722], [-0.0709, 0.1606, 0.0353], [-0.0046, -0.0040, -0.0338], [-0.1919, -0.1863, 0.0200], [0.2321, 0.1867, -0.0106], [0.0517, -0.1641, -0.0436], [-0.2162, 0.0088, -0.1442], [0.0245, -0.0363, 0.0317], [0.0595, -0.1012, -0.0497], [-0.0485, -0.0011, 0.0011], [0.0046, 0.0599, -0.0011], [0.1340, -0.0021, 0.0773], [-0.0753, 0.0142, -0.0364], [-0.0399, 0.0575, -0.0053], [-0.0099, 0.0239, 0.0336], [-0.0434, 0.1206, 0.0779], [-0.0290, -0.0564, 0.1494], [0.1095, -0.0365, -0.0016], [0.0131, 0.0939, 0.0732], [0.0479, -0.0267, -0.0619], [-0.2708, 0.0617, -0.0704], [0.2869, 0.0269, 0.1972], [-0.0476, -0.1545, -0.0991], [-0.0697, 0.1904, -0.2033], [-0.0175, -0.0473, 0.0181], [0.0338, -0.0878, -0.0712], [-0.0260, -0.0667, -0.0648], [0.0336, 0.0572, 0.0447], [0.0837, -0.0499, 0.0347], [-0.0269, 0.0898, -0.0551], [-0.0037, 0.0650, -0.0042], [-0.0129, 0.0259, 0.0405], [0.0104, 0.0048, 0.0033], [-0.0846, -0.1148, 0.0901], [0.0376, -0.0866, 0.0772], [-0.1478, 0.0521, -0.0652], [0.0193, -0.0220, -0.0057], [0.1399, 0.1668, 0.1437], [-0.1620, -0.2408, -0.1787], [0.1626, -0.0350, 0.0538], [0.0353, 0.1547, 0.1563], [0.0385, -0.0052, -0.0239], [0.0875, -0.0751, 0.0473], [0.0006, 0.0403, 0.0375], [-0.0663, 0.0020, -0.0332], [0.0099, -0.0914, -0.0557], [-0.0535, 0.0553, 0.0709], [-0.0540, 0.0287, 0.0207], [-0.0248, 0.0313, -0.0342], [-0.0057, -0.0060, -0.0036], [-0.0318, 0.0136, -0.1183], [0.0080, -0.0029, -0.0945], [0.1175, -0.1283, -0.0433], [0.0659, 0.0239, -0.0355], [-0.0293, 0.0656, 0.2969], [0.0592, -0.0847, -0.2933], [-0.1098, 0.0909, 0.0289], [0.1046, 0.0000, 0.1762], [-0.0485, -0.0060, 0.0008], [-0.0783, 0.1084, -0.0076], [0.0205, 0.0047, 0.0559], [0.0603, -0.0569, -0.0446], [-0.0601, 0.0126, -0.1111], [0.0668, -0.0034, 0.0541], [0.0662, -0.0100, 0.0155], [0.0114, -0.0470, 0.0009], [0.0108, -0.0012, -0.0067], [-0.0644, -0.0162, 0.0213], [-0.0744, -0.0021, -0.0757]], "mulliken_charge": [-1.5196, -0.0551, -0.7608, -0.0806, -0.3350, -1.0883, -0.4366, 0.0769, -0.6200, -0.6976, 0.6199, -0.3813, -1.0698, 1.0943, -0.2449, 0.0150, -2.4871, 0.7470, -0.2483, -0.3154, 0.4550, -1.1603, -0.0480, 0.5778, -1.5898, -0.1070, 0.4413, -0.2056, 0.7467, 0.5834, -1.6165, 0.2432, -0.2999, -0.0027, -0.5800, -0.2363, -0.7082, 0.9827, -1.3894, -0.8492, 0.1223, -0.0848, -0.7914, 0.4119, 0.3418, 0.3506, 0.2293, 0.2642, 0.3473, 0.2621, -0.1591, 0.3357, 0.4065, 0.1191, 0.3992, 0.4898, 0.6001, -0.4277, 0.3050, -0.0213, 0.9005, -0.1590, 0.3751, 0.3840, 0.5308, 0.6100, 0.6677, 0.5703, 0.0044, 0.5532, 0.2562, 0.3002, 0.6008, 0.5313, 0.5263, 0.4166, 0.1319, 0.4138, -0.2343, 0.4271, 0.5433, 0.2800, 0.3550, -0.6644, -0.4941, 1.4160, 0.5797, -1.5931, -0.6999, 0.1793, 0.3027, 0.3348, -0.8945, -0.2995, 0.3931, 0.3827, 0.4189, 0.0853, 0.1911, 0.3743, -1.0070, 0.2020, -0.4629, 0.4764, -1.6100, -0.5728, 0.3452, 0.2546, 0.3377, -0.1850, 0.4917, 0.3228, 0.3381, 0.3829, 0.3320, 0.0545, 0.3401, -0.7780, -0.2563, -1.0743, 1.0216, -1.4008, -0.5061, 0.3415, 0.2702, 0.2604, 0.3771, 0.4592, -0.0210, 0.2898, 0.1465, 0.3949, 0.2406, 0.2386, -0.7613, -0.1889, -0.6987, 0.3336, -1.4410, -0.7258, 0.3388, 0.2564, 0.2257, 0.3049, 0.3891, 0.3925, 0.2889, 0.3691, 0.3424, 0.2553, 0.3264], "orbital_gap_ev": 7.9, "smiles": "CCCCCCCCCCN1c2cc(Cl)c(CC(=O)F)c([C@@H](Br)[C@H](C)Br)c2Sc2c(CC(=O)I)cc(N=C(C)C)c(N)c21.COC[C@@H](C)N.COC[C@@H](C)N.COC[C@@H](C)N.COC[C@@H](C)N", "e_homo_ev": -7.9, "e_tot_ev": -248113.6534}